Entry 1:
DFT (ωB97M-V/def2-TZVPD) results for a molecular structure, C35H52AsO2P3Pb.

XYZ file:
```
94
Properties=species:S:1:pos:R:3:forces:R:3:lowdin_charge:R:1
Pb 1.1149 -0.6517 0.2296 -0.192 2.305 1.954 1.259
P 0.0584 2.3739 -0.0920 0.529 1.003 -0.498 0.763
P -1.6416 -0.2220 1.9937 -0.502 -1.369 1.132 0.759
P -1.8440 -0.3812 -1.3337 -1.221 -2.101 -3.091 0.802
H 4.9768 -4.4187 -5.8573 -0.042 0.268 -0.193 0.128
C 4.3461 -3.8471 -6.5435 -1.015 -3.271 1.024 0.150
C 4.6108 -2.5954 -6.9345 0.677 3.022 -1.207 0.158
H 5.5022 -2.0455 -6.6292 -0.122 -0.201 0.039 0.129
C 1.5213 3.4213 0.3043 0.223 -0.557 0.106 -0.250
C -1.2326 3.3343 0.8153 -0.103 -0.898 0.152 -0.234
C -0.2482 2.9623 -1.8090 0.089 -0.285 0.093 -0.269
C -1.9727 -1.9887 2.4086 0.172 0.026 -0.424 -0.258
C -0.9386 0.2991 3.6013 0.742 0.491 -0.131 -0.254
C -3.3112 0.5235 2.1520 -0.046 0.492 -0.630 -0.233
C -1.4420 -0.2578 -3.1176 0.666 0.181 -0.171 -0.273
C -3.4130 0.6992 -1.5799 0.175 1.533 1.713 -0.168
C -2.7625 -1.9749 -1.4168 0.587 -0.283 0.663 -0.245
H 3.4606 -4.3708 -6.9278 0.690 0.068 -0.137 0.111
H 3.9509 -2.0818 -7.6398 0.343 -0.256 0.059 0.114
H 2.4309 2.9028 -0.0390 -0.224 0.395 0.129 0.054
H 1.5929 3.5703 1.3945 -0.015 -0.066 -0.464 0.030
H 1.3930 4.3852 -0.2158 0.134 -0.356 0.292 0.067
H -1.0545 3.1880 1.8951 -0.271 0.249 -0.375 0.044
H -2.2321 2.9567 0.5326 0.345 0.340 0.295 0.033
H -1.1335 4.4018 0.5470 -0.013 -0.501 0.117 0.082
H 0.4379 2.4027 -2.4721 -0.401 0.477 0.074 0.035
H -0.0121 4.0459 -1.8200 -0.274 -0.641 -0.256 0.069
H -1.3047 2.7901 -2.0833 0.562 0.162 -0.102 0.035
H -2.6753 -2.0360 3.2583 0.309 -0.071 -0.345 0.075
H -1.0152 -2.4640 2.6834 -0.423 0.055 -0.057 0.048
H -2.3957 -2.5032 1.5310 0.076 0.000 0.465 0.030
H -1.7051 0.2294 4.3810 -0.042 -0.052 -0.249 0.083
H -0.6065 1.3381 3.5224 -0.094 0.001 0.111 0.023
H -0.0675 -0.2859 3.9173 -0.163 -0.057 -0.242 0.032
H -4.0444 -0.2317 2.4609 0.234 0.142 -0.043 0.072
H -3.6245 0.9567 1.1954 -0.148 -0.002 0.344 0.009
H -3.2614 1.3239 2.9049 -0.099 -0.230 -0.306 0.067
H -2.3685 -0.2337 -3.7134 0.568 -0.018 0.183 0.070
H -0.8295 -1.1270 -3.3832 -0.105 0.085 -0.135 0.040
H -0.8425 0.6451 -3.2974 -0.204 -0.188 -0.163 0.041
H -3.7840 0.6096 -2.6120 0.636 -0.406 0.306 0.078
H -3.1642 1.7582 -1.4058 -0.314 -0.335 -0.033 0.035
H -4.2190 0.3994 -0.8958 0.444 0.029 -0.031 0.061
H -3.3847 -2.0127 -2.3265 0.156 0.212 0.449 0.083
H -3.3747 -2.1051 -0.5133 0.058 -0.111 -0.379 0.051
H -2.0045 -2.7667 -1.4572 -0.399 -0.081 0.017 0.050
C 2.0698 -0.9722 -2.9788 -0.457 2.270 0.616 -0.364
C 1.9699 -2.3679 -2.6925 -0.311 -1.666 -0.025 0.003
C 1.9503 -3.3186 -3.7068 0.037 -0.112 2.359 0.005
C 2.0902 -2.9427 -5.0377 0.698 0.002 -0.467 -0.006
C 2.3663 -1.6073 -5.3335 0.349 1.499 -0.083 -0.043
C 2.3473 -0.6190 -4.3581 0.177 -0.027 -0.726 0.087
O 1.8498 -0.0580 -2.0809 0.836 -1.812 -1.817 -0.161
H -0.2087 -1.3588 -1.3699 -1.548 1.492 1.042 0.012
H 1.8633 -2.6715 -1.6380 0.166 -0.069 -0.757 0.088
H 1.8863 -4.3715 -3.4244 -0.160 0.288 -0.188 0.145
H 2.0704 -3.6842 -5.8245 -0.506 0.068 0.120 0.112
H 2.6498 -1.3274 -6.3504 -0.639 0.110 0.361 0.111
H 2.5454 0.4179 -4.6580 -0.161 -0.397 0.419 0.153
O 2.2227 0.6898 1.8130 -0.576 -0.828 -0.924 -0.742
As 2.9878 1.0005 3.3092 0.883 -0.490 0.525 1.256
C 2.5524 -0.3773 4.5862 0.093 -0.231 0.480 -0.326
C 2.7084 -0.0837 5.9613 -0.098 0.340 -0.715 -0.084
C 2.5520 -1.0816 6.9100 -0.159 -0.280 0.038 -0.039
C 2.2615 -2.3969 6.5230 -0.062 0.338 -0.152 -0.032
C 2.1661 -2.7002 5.1655 -0.124 0.100 -0.469 -0.061
C 2.3230 -1.7016 4.1859 -0.169 0.043 0.645 -0.121
C 4.9160 0.8147 3.1483 0.218 0.055 -0.172 -0.299
C 5.7851 1.4881 4.0327 -0.383 -0.180 -0.289 -0.079
C 7.1555 1.2335 3.9681 -0.090 0.146 -0.077 -0.043
C 7.6796 0.3344 3.0344 -0.366 0.176 0.229 -0.038
C 6.8102 -0.3711 2.2101 -0.567 0.014 -0.242 -0.064
C 5.4270 -0.1351 2.2475 0.238 0.283 0.211 -0.103
C 2.4613 2.7254 3.9439 -0.046 0.509 0.398 -0.330
C 1.4009 2.8711 4.8580 0.025 0.146 -0.260 -0.111
C 1.0299 4.1444 5.2970 -0.278 -0.207 -0.021 -0.048
C 1.6976 5.2828 4.8386 -0.037 -0.164 -0.069 -0.033
C 2.7740 5.1397 3.9628 0.093 -0.192 -0.307 -0.043
C 3.1612 3.8657 3.5171 -0.081 0.109 -0.061 -0.110
H 2.9373 0.9439 6.2752 -0.109 -0.502 -0.065 0.115
H 2.6276 -0.8224 7.9614 0.049 -0.105 -0.114 0.126
H 2.0834 -3.1652 7.2788 0.179 0.233 -0.285 0.128
H 1.9418 -3.7183 4.8337 0.155 0.325 0.237 0.117
H 2.2495 -1.9882 3.1345 0.063 0.164 0.167 0.078
H 5.3976 2.2162 4.7547 0.173 -0.304 -0.268 0.114
H 7.8172 1.7686 4.6450 -0.081 -0.107 -0.157 0.124
H 8.7561 0.2043 2.9533 -0.234 -0.106 0.088 0.125
H 7.1818 -1.1104 1.5061 0.080 0.161 0.114 0.112
H 4.7725 -0.6786 1.5546 0.204 0.219 0.351 0.089
H 0.8400 2.0058 5.2079 0.213 0.138 0.027 0.092
H 0.1793 4.2346 5.9820 0.424 0.034 -0.237 0.125
H 1.3565 6.2769 5.1441 0.244 -0.399 -0.038 0.130
H 3.2975 6.0256 3.5899 -0.141 -0.382 0.198 0.127
H 3.9882 3.7632 2.8071 -0.197 0.095 0.300 0.118
```
Positions in Å, forces in eV/Å.

Output
HOMO (spin up / spin down) = -17.241 / -17.241 eV
gap between HOMO and LUMO (spin up / spin down) = 3.564 / 2.204 eV
charge = +4

Entry 2:
DFT (ωB97M-V/def2-TZVPD) results for a molecular structure, C35H52AsOP3PrSe.

XYZ file:
```
94
Properties=species:S:1:pos:R:3:forces:R:3:lowdin_charge:R:1
Pr -0.1866 -0.4978 -0.8781 -0.098 0.138 2.159 0.868
P 0.2371 2.2633 0.3861 -0.186 0.269 0.685 0.780
P -2.7552 0.7874 -1.1255 -1.447 0.663 -0.521 0.716
P 2.6049 -0.0792 -1.3025 1.414 0.509 -0.474 0.716
H -1.6179 -3.0574 -5.7395 0.732 0.355 0.325 0.076
C -0.6885 -3.3440 -5.2188 0.150 -0.217 0.522 -0.046
C -0.4939 -3.1804 -3.8917 0.395 -0.538 -1.020 -0.086
H -1.1212 -2.5130 -3.2825 -0.250 -0.613 -0.136 0.008
C 0.4571 3.8730 -0.4538 0.018 -0.305 -0.246 -0.240
C -1.1531 2.6238 1.5484 -0.139 -0.097 -0.148 -0.230
C 1.6393 2.2509 1.5811 0.135 -0.158 -0.197 -0.229
C -3.3437 -0.1153 -2.6325 0.240 -0.087 0.272 -0.240
C -4.0853 0.4765 0.1175 0.220 -0.277 0.216 -0.226
C -3.1320 2.5155 -1.6215 0.391 0.097 -0.044 -0.239
C 2.8040 -1.0424 -2.8643 -0.260 -0.120 0.268 -0.239
C 3.8624 -0.7208 -0.1194 -0.220 -0.395 0.204 -0.231
C 3.3912 1.5056 -1.7863 -0.127 0.266 -0.022 -0.237
H 0.0820 -3.8557 -5.8432 -0.925 0.047 0.724 0.092
H 0.2697 -3.8202 -3.4093 -0.171 0.944 -0.121 0.063
H 0.5932 4.6603 0.3005 -0.052 -0.188 -0.263 0.069
H -0.4282 4.0822 -1.0687 0.272 0.064 0.106 0.042
H 1.3419 3.8112 -1.1007 -0.224 0.193 0.106 0.037
H -1.0853 3.6433 1.9546 0.043 -0.208 -0.242 0.079
H -1.1269 1.9351 2.3990 0.057 0.150 -0.387 0.007
H -2.1244 2.4967 1.0499 0.318 0.192 0.199 0.006
H 1.8726 3.2797 1.8884 -0.029 -0.255 -0.073 0.076
H 2.5324 1.7884 1.1389 -0.182 0.221 0.145 0.017
H 1.3547 1.6829 2.4759 0.080 0.221 -0.459 -0.003
H -4.4165 0.0953 -2.7610 0.344 -0.207 -0.100 0.076
H -3.1865 -1.2004 -2.5024 -0.272 0.273 -0.155 0.043
H -2.7845 0.2201 -3.5239 -0.259 -0.057 0.329 0.047
H -5.0529 0.8698 -0.2435 0.477 -0.201 0.071 0.075
H -3.8316 0.9651 1.0731 -0.102 -0.133 -0.389 0.045
H -4.1753 -0.6040 0.3160 -0.050 0.360 -0.088 0.051
H -4.2076 2.5742 -1.8509 0.377 0.033 0.068 0.075
H -2.5426 2.7831 -2.5124 -0.269 -0.113 0.260 -0.005
H -2.8821 3.2267 -0.8227 -0.193 -0.200 -0.209 0.042
H 3.8493 -0.9811 -3.1930 -0.268 -0.111 -0.009 0.073
H 2.1475 -0.6107 -3.6380 0.266 -0.074 0.127 0.054
H 2.5149 -2.0954 -2.7247 0.210 0.226 -0.087 0.051
H 4.7727 -1.0548 -0.6419 -0.334 0.187 0.081 0.076
H 3.4403 -1.5678 0.4392 0.207 0.108 -0.164 0.039
H 4.1369 0.0386 0.6316 -0.187 -0.146 -0.432 0.052
H 4.3589 1.2349 -2.2369 -0.215 0.267 0.226 0.073
H 3.5417 2.1326 -0.8960 0.119 -0.227 -0.258 0.046
H 2.8222 2.1050 -2.5123 0.038 -0.403 0.134 0.048
C 0.1887 1.8295 -6.0874 0.010 -0.997 0.616 -0.513
C -0.2740 0.5077 -5.8979 0.277 0.165 -0.452 -0.194
C -0.1968 -0.4355 -6.9343 0.058 0.660 0.446 -0.077
C 0.3702 -0.0688 -8.1617 0.209 -0.013 0.344 -0.054
C 0.9509 1.2026 -8.3217 -0.533 -0.169 0.751 -0.042
C 0.8592 2.1592 -7.2783 -0.179 0.220 0.071 -0.078
Se -0.4302 2.9304 -4.5225 0.255 -0.244 -0.691 0.817
H 0.7281 3.5878 -3.8839 0.216 -0.201 -0.508 -0.182
H -0.6727 0.2365 -4.9114 0.000 -0.034 -0.540 0.040
H -0.5711 -1.4387 -6.7178 0.183 0.410 -0.464 0.064
H 0.4059 -0.8150 -8.9619 0.061 0.438 0.214 0.120
H 1.4458 1.4296 -9.2690 -0.141 0.154 0.445 0.121
H 1.2969 3.1586 -7.3916 -0.264 -0.462 -0.106 0.118
O -0.1911 -0.8613 1.3190 -0.023 0.065 -0.372 -0.681
As -0.0566 -1.1105 3.0700 -0.152 0.219 0.215 1.353
C 1.6476 -1.8779 3.3907 0.533 0.012 0.539 -0.306
C 1.7461 -3.2205 3.7985 0.246 0.187 -0.405 -0.064
C 3.0131 -3.8164 3.8652 -0.135 0.195 0.148 -0.035
C 4.1650 -3.0534 3.6350 -0.294 0.065 0.022 -0.033
C 4.0604 -1.6752 3.4118 -0.229 0.092 -0.038 -0.061
C 2.8009 -1.0772 3.2935 0.297 -0.441 -0.113 -0.121
C -0.3161 0.5018 4.0957 -0.047 -0.077 0.818 -0.327
C -1.6316 0.8821 4.4496 0.532 0.204 -0.234 -0.100
C -1.8308 2.1111 5.0869 -0.270 -0.034 0.054 -0.048
C -0.7428 2.9394 5.3960 0.033 -0.382 -0.141 -0.029
C 0.5595 2.4520 5.2282 -0.058 0.175 0.230 -0.041
C 0.7726 1.2080 4.6383 -0.267 0.194 -0.254 -0.113
C -1.4809 -2.2231 3.6353 -0.404 -0.501 -0.346 -0.349
C -2.3612 -2.7000 2.6586 0.088 -0.062 0.498 -0.099
C -3.4491 -3.4761 3.0485 0.045 0.028 -0.074 -0.051
C -3.6480 -3.7847 4.3984 0.080 0.145 -0.341 -0.029
C -2.7566 -3.3172 5.3663 0.022 -0.020 -0.027 -0.035
C -1.6668 -2.5295 4.9921 -0.015 -0.033 -0.128 -0.081
H 0.8461 -3.7749 4.0695 0.268 -0.025 -0.321 0.110
H 3.0947 -4.8744 4.1262 -0.003 0.389 -0.073 0.127
H 5.1476 -3.5254 3.6664 -0.287 0.130 0.066 0.126
H 4.9586 -1.0551 3.3271 -0.321 -0.291 0.067 0.125
H 2.7331 0.0054 3.1722 0.071 -0.440 -0.341 0.079
H -2.4679 0.2203 4.2210 0.113 0.310 -0.054 0.114
H -2.8527 2.4253 5.3497 0.594 -0.167 -0.183 0.130
H -0.9108 3.9384 5.8016 0.052 -0.367 0.008 0.127
H 1.4169 3.0410 5.5791 -0.426 -0.310 -0.126 0.131
H 1.7824 0.8067 4.6015 -0.276 0.207 -0.079 0.093
H -2.1667 -2.4665 1.6151 -0.187 -0.081 0.110 0.080
H -4.1283 -3.8365 2.2778 0.048 -0.024 0.306 0.118
H -4.5050 -4.3928 4.6809 0.216 0.127 0.015 0.126
H -2.9150 -3.5746 6.4173 0.110 0.141 -0.390 0.130
H -0.9731 -2.1731 5.7539 -0.150 -0.009 -0.167 0.126
```
Positions in Å, forces in eV/Å.

Output
HOMO (spin up / spin down) = -15.152 / -15.153 eV
gap between HOMO and LUMO (spin up / spin down) = 5.850 / 6.799 eV
2S+1 = 3
charge = +3

What are the largest force on an atom values for these records? In order: 3.931 2.166 eV Å⁻¹.